# C26H28MoN6O9S

A molecular structure, C26H28MoN6O9S (the ωB97M-V functional and the def2-TZVPD basis, the Open Molecules 2025 dataset).

## Properties
Multiplicity = 1
E_HOMO = -7.4 eV
Relative energy (zero: lowest compared OMol25 entry of this formula, charge and spin) = 1.5354 eV
Strongest force on any atom = 0.014 hartree/bohr
HOMO-LUMO gap = 0.256 Eh

Element x y z (Å)
Mo: -2.09849 -0.49645 0.92484
O: 0.16114 -0.32419 1.60151
C: 1.02812 0.75492 1.82872
C: 0.32832 2.01098 1.39579
C: 0.99833 3.22533 1.33175
C: 0.28745 4.35116 0.95760
C: -1.05952 4.22278 0.65532
C: -1.64041 2.96998 0.73553
N: -0.96014 1.87723 1.10044
H: 0.37251 -1.13342 2.14512
H: 1.96084 0.61956 1.26824
H: 1.28322 0.83216 2.89178
H: 2.05110 3.28339 1.57742
H: 0.77469 5.31651 0.90590
H: -1.65190 5.07885 0.36567
H: -2.68603 2.80138 0.51531
O: -4.17767 0.29440 7.18800
C: -4.22391 0.82280 5.93838
O: -4.92542 1.75939 5.71955
C: -3.35011 0.17102 4.93210
C: -2.34780 -0.75320 5.18229
N: -1.77834 -1.07641 4.01929
N: -2.35856 -0.40580 3.02362
C: -3.31879 0.35607 3.52505
C: -4.04228 1.20598 2.47988
O: -4.91957 1.97705 2.77810
O: -3.58037 1.03597 1.27760
H: -3.65756 -0.51256 7.23747
H: -1.99433 -1.18717 6.10347
H: -1.02139 -1.73802 3.78630
O: -3.32481 -1.52207 0.60186
C: 1.85841 2.55032 -4.70825
C: 1.38081 3.11186 -3.37222
C: 0.25962 2.30608 -2.73708
N: 0.73388 0.96763 -2.40153
C: 0.00127 0.05649 -1.77242
S: -1.63068 0.36228 -1.43746
N: 0.55946 -1.13693 -1.40625
C: 1.89161 -1.55847 -1.42910
O: 2.33349 -2.21376 -0.51460
C: 2.67944 -1.31814 -2.67582
C: 2.06660 -1.39578 -3.92460
C: 2.82875 -1.25481 -5.07471
C: 4.19316 -1.01567 -4.97739
C: 4.80373 -0.93428 -3.73139
C: 4.05094 -1.10170 -2.58007
H: 2.60202 3.20552 -5.16111
H: 1.02468 2.45217 -5.40616
H: 2.31747 1.56551 -4.60009
H: 1.01230 4.12929 -3.51320
H: 2.21907 3.18395 -2.67193
H: -0.59392 2.22989 -3.41380
H: -0.09429 2.78442 -1.81906
H: 1.69408 0.75403 -2.62592
H: 0.00237 -1.63811 -0.71117
H: 1.00163 -1.58302 -3.99042
H: 2.35892 -1.33237 -6.04599
H: 4.78463 -0.89799 -5.87586
H: 5.86784 -0.75341 -3.66058
H: 4.51457 -1.07491 -1.60256
O: -1.67587 -3.33092 -1.29390
C: -1.24085 -3.59189 -0.20121
C: -0.85162 -4.97659 0.28807
C: -0.18525 -4.70844 1.62994
C: -0.33140 -3.21666 1.79439
O: 0.12153 -2.61318 2.80681
N: -0.96444 -2.62770 0.78011
H: -0.18658 -5.43025 -0.44505
H: -1.74287 -5.59839 0.36185
H: 0.87264 -4.96932 1.65210
H: -0.66544 -5.20431 2.47369

# C2F3HoNO5S2

A molecular structure, C2F3HoNO5S2 (the ωB97M-V functional and the def2-TZVPD basis, the Open Molecules 2025 dataset).

## Properties
Multiplicity = 6
Expectation value of S² = 8.771
E_HOMO (alpha / beta) = -6.5 / -7.8 eV
Relative energy (zero: lowest compared OMol25 entry of this formula, charge and spin) = 0.0000 eV
Strongest force on any atom = 0.056 hartree/bohr
HOMO-LUMO gap (alpha / beta) = 0.221 / 0.164 Eh

Element x y z (Å)
O: -4.08240 -0.61742 -0.33868
C: -3.60719 -1.56346 -0.85510
O: -3.35308 -2.67389 -1.07488
Ho: -3.22246 1.99574 -0.11852
N: -0.00574 -0.62781 -2.94274
S: -0.11642 0.23263 -1.53227
O: 0.90677 1.35117 -1.56223
O: -1.60018 0.86726 -1.64456
S: -0.18415 0.24524 -4.31486
O: -1.27485 -0.36606 -5.17615
C: 1.35356 -0.36122 -5.18876
F: 2.44407 -0.00846 -4.51258
F: 1.35939 -1.68060 -5.34574
F: 1.41487 0.19926 -6.39909

# C38H70Cl10NOPS2

6 unconnected molecules or ions with the total composition C38H70Cl10NOPS2 (the ωB97M-V functional and the def2-TZVPD basis, the Open Molecules 2025 dataset).

## Properties
Multiplicity = 1
E_HOMO = -7.8 eV
Strongest force on any atom = 0.024 hartree/bohr
SMILES string = CCCCN(CCCCP(CCC(C)C)COc1cc(C)ccc1C(C)C)C(=S)SCCC.ClCCCl.ClCCCl.ClCCCl.ClCCCl.ClCCCl
HOMO-LUMO gap = 0.281 Eh

Element x y z (Å)
C: 5.65175 4.35858 2.14455
C: 7.04865 3.83365 2.54276
C: 7.17360 2.29583 2.69253
C: 5.92217 1.59411 3.19888
N: 5.01675 1.10544 2.13804
C: 3.78590 0.55739 2.77384
C: 2.55838 1.41493 2.42601
C: 1.77749 0.80452 1.24302
C: 0.56341 -0.02064 1.68587
P: -0.22384 -1.06719 0.38865
C: 1.19726 -1.81650 -0.50469
C: 0.77423 -2.81245 -1.57889
C: 1.99238 -3.38929 -2.31557
C: 1.59231 -4.63122 -3.14630
C: 2.71657 -2.32154 -3.16299
C: -0.84800 0.17045 -0.83050
O: -2.22062 0.39134 -0.56274
C: -2.79952 1.49140 -1.11902
C: -2.29707 2.12551 -2.24079
C: -2.90717 3.26643 -2.75456
C: -2.32875 3.95039 -3.96561
C: -4.03538 3.75303 -2.12035
C: -4.55212 3.09361 -1.00806
C: -3.96311 1.95892 -0.48599
C: -4.50330 1.20679 0.71411
C: -4.91892 -0.22634 0.32445
C: -5.74241 1.88461 1.31449
C: 5.67040 0.07370 1.37381
S: 6.18751 -1.33886 1.99079
S: 5.81327 0.26947 -0.36528
C: 6.24966 1.99834 -0.69724
C: 7.73785 2.23583 -1.00158
C: 8.48936 1.06691 -1.64726
H: 5.75524 5.35663 1.72052
H: 5.16416 3.71455 1.42029
H: 5.02050 4.42774 3.02986
H: 7.30282 4.28700 3.50102
H: 7.75949 4.16899 1.78573
H: 7.53486 1.85944 1.76195
H: 7.96625 2.12968 3.42489
H: 6.21105 0.77200 3.86464
H: 5.37549 2.30060 3.82678
H: 3.61081 -0.46955 2.46164
H: 3.92314 0.55683 3.85684
H: 2.92276 2.38921 2.09876
H: 1.91416 1.53619 3.29768
H: 1.44012 1.58964 0.56387
H: 2.48261 0.19135 0.67780
H: -0.21150 0.70031 1.96840
H: 0.78845 -0.62189 2.56838
H: 1.89262 -2.26861 0.20756
H: 1.76809 -1.01950 -0.99613
H: 0.20001 -3.63849 -1.15876
H: 0.16356 -2.29055 -2.32352
H: 2.69033 -3.70683 -1.53560
H: 2.10304 -4.61389 -4.10345
H: 0.51386 -4.66662 -3.28969
H: 1.91574 -5.52870 -2.61615
H: 2.16867 -1.37583 -3.19237
H: 2.88274 -2.63847 -4.19126
H: 3.68841 -2.07865 -2.72915
H: -0.72604 -0.26964 -1.82681
H: -0.26838 1.09848 -0.79504
H: -1.41763 1.75374 -2.75140
H: -1.81824 3.22092 -4.59604
H: -3.12003 4.41652 -4.55013
H: -1.58255 4.69781 -3.69252
H: -4.52714 4.65059 -2.47315
H: -5.43529 3.51960 -0.55303
H: -3.76265 1.16754 1.51520
H: -4.06765 -0.86959 0.12884
H: -5.58642 -0.17824 -0.53815
H: -5.50801 -0.64139 1.14638
H: -6.53166 1.84466 0.55537
H: -6.09697 1.34329 2.18881
H: -5.57185 2.93987 1.51774
H: 5.95786 2.56778 0.17771
H: 5.63456 2.31255 -1.53834
H: 8.27606 2.54608 -0.10621
H: 7.78680 3.07535 -1.69884
H: 7.88396 0.50752 -2.35810
H: 8.91122 0.39165 -0.90516
H: 9.33857 1.46998 -2.20389
Cl: -3.96894 4.34483 6.74131
C: -4.90185 3.02490 5.97780
C: -4.03320 2.13018 5.13468
Cl: -3.43054 2.95275 3.67196
H: -5.69365 3.47776 5.39005
H: -5.34057 2.44858 6.78384
H: -4.61576 1.27291 4.79786
H: -3.17346 1.76831 5.69226
Cl: 0.62274 -5.07219 -6.32582
C: 1.39413 -6.67088 -6.46184
C: 0.44661 -7.71204 -6.99956
Cl: -0.85416 -8.09706 -5.84331
H: 1.76919 -6.94792 -5.47870
H: 2.23973 -6.56260 -7.13947
H: 0.98882 -8.63707 -7.18849
H: -0.01772 -7.38259 -7.92537
Cl: -7.77290 1.76568 6.23987
C: -9.02547 2.00719 7.48686
C: -8.55976 2.95831 8.55870
Cl: -7.24826 2.26053 9.54312
H: -9.27896 1.03389 7.89810
H: -9.90281 2.41432 6.98760
H: -9.38517 3.18162 9.23235
H: -8.19500 3.88910 8.13181
Cl: -0.82328 -2.31551 -6.25337
C: -1.91767 -1.70526 -7.51896
C: -3.36528 -1.95123 -7.18104
Cl: -3.77621 -3.68472 -7.22546
H: -1.64274 -2.18369 -8.45557
H: -1.73898 -0.63489 -7.60793
H: -3.99989 -1.45288 -7.91196
H: -3.60943 -1.57529 -6.19088
Cl: -1.08003 -5.65532 0.45724
C: -2.46840 -5.53035 1.56782
C: -2.89178 -4.10440 1.81060
Cl: -1.68782 -3.18894 2.74298
H: -2.19260 -6.02241 2.49683
H: -3.28948 -6.07984 1.11036
H: -3.81510 -4.09931 2.38784
H: -3.05904 -3.56920 0.87768

# C4H8N2

A single C4H8N2 molecule (the ωB97M-V functional and the def2-TZVPD basis, the Open Molecules 2025 dataset).

## Properties
Multiplicity = 1
E_HOMO = -8.9 eV
Relative energy (zero: lowest compared OMol25 entry of this formula, charge and spin) = 1.4212 eV
Strongest force on any atom = 0.063 hartree/bohr
SMILES string = CC(C)N=C=N
HOMO-LUMO gap = 0.350 Eh

Element x y z (Å)
C: -0.71490 -1.12650 -0.47049
C: -0.43580 0.12962 0.34092
C: -1.22768 1.32699 -0.16681
N: 0.89964 0.55960 0.52691
C: 1.90432 -0.11430 0.41841
N: 3.12067 -0.18244 0.29951
H: -1.78510 -1.32264 -0.50277
H: -0.36016 -0.98582 -1.49187
H: -0.26431 -2.00454 -0.01327
H: -0.56706 -0.18938 1.47188
H: -2.29336 1.12194 -0.23209
H: -1.07891 2.19833 0.46685
H: -0.87108 1.57868 -1.16642
H: 3.67372 -0.98953 0.51924

Question: What is the strongest force on any atom in the fourth record?
Answer: 0.063 hartree/bohr